No. 1
C3H2CuO4 as an isolated structure at a distorted geometry, computed with wB97M-V/def2-TZVPD.

Element x y z (Å)
1 H 1.1143 -1.7283 -0.8419
2 C 2.0055 -0.9280 0.0952
3 C 0.6373 -1.2027 0.2967
4 O -0.0948 -0.0628 0.2975
5 C -1.5153 0.0031 -0.1642
6 O -2.1250 -1.0520 -0.1301
7 O -1.7363 1.1107 -0.6454
8 Cu 1.0542 1.5473 0.5936
9 O 2.4443 0.3412 0.0983
10 H 2.6534 -1.6993 0.5513

Cartesian forces (eV/Å) of the 6 atoms listed first:
-1.01 0.39 1.04
-0.62 1.99 2.71
1.17 -1.84 -1.60
1.06 0.51 0.14
-1.58 -0.44 -1.90
0.42 0.30 0.65

Output
E_LUMO (alpha / beta), eV: 3.9 / 1.9
Net charge: -1
Kohn-Sham gap (alpha / beta), eV: 7.06 / 6.65
2S+1: 3

No. 2
One molecule with the formula C4H8FIOS at a distorted geometry, computed with wB97M-V/def2-TZVPD.

Element x y z (Å)
1 C -0.0555 -0.7178 -1.0662
2 C -1.7918 0.5103 0.3452
3 C -0.3587 0.4838 -0.0635
4 C 0.3816 0.2602 1.2165
5 O 0.0685 1.7208 -0.4970
6 F -0.0812 -0.7883 2.0054
7 S 3.7859 -0.9887 -0.4124
8 I 2.3590 0.5705 1.2169
9 H 1.0248 -0.8595 -1.4578
10 H -0.3279 -1.6754 -0.5112
11 H -0.5497 -0.6269 -2.0232
12 H -2.1174 -0.5330 0.8674
13 H -2.4953 0.6008 -0.4367
14 H -2.1052 1.4405 1.0321
15 H -0.5375 2.4073 -0.2361
16 H 2.8004 -1.8047 0.0206

Cartesian forces (eV/Å) of the 6 atoms listed first:
1.33 -0.55 0.42
-2.72 -0.90 2.99
0.18 -1.50 0.16
0.16 -1.09 1.55
0.85 0.55 -1.68
0.71 0.94 -0.97

Output
E_LUMO (alpha / beta), eV: -1.0 / -0.6
Kohn-Sham gap (alpha / beta), eV: 7.39 / 7.48

No. 3
C5H8O2 as an isolated structure at a distorted geometry, computed with wB97M-V/def2-TZVPD.

Element x y z (Å)
1 O -1.1646 -0.1693 2.3576
2 C -1.3732 0.0613 0.9596
3 C -0.0740 0.4222 0.2115
4 C 0.6803 -0.7451 -0.3175
5 C 1.6672 -0.1526 -1.2590
6 C 0.2853 1.1275 -1.5336
7 O -0.2801 1.6061 -2.4576
8 H -2.0379 -0.2048 2.7819
9 H -2.0622 0.8919 0.8120
10 H -1.8059 -0.8470 0.5099
11 H 0.5758 1.0250 0.8633
12 H 0.9735 -1.1017 0.6716
13 H 0.0337 -1.4746 -0.8242
14 H 2.1149 -0.8653 -1.9861
15 H 2.4671 0.4264 -0.7895

Cartesian forces (eV/Å) of the 6 atoms listed first:
0.04 0.19 -0.18
-0.18 0.47 -0.85
-0.38 0.93 -1.05
-0.01 -0.33 0.88
-0.65 0.93 -0.29
-0.18 -1.83 0.23

Output
E_LUMO, eV: 0.8
Kohn-Sham gap, eV: 9.65

No. 4
C35H24BaN8OS2Sb as an isolated structure at a distorted geometry, computed with wB97M-V/def2-TZVPD.

Element x y z (Å)
1 Ba 0.3483 0.4828 1.4147
2 S 3.2521 1.8474 9.4915
3 N 3.0392 0.4763 8.6745
4 C 2.5637 0.8295 7.4942
5 C 2.2219 -0.0866 6.4161
6 C 2.3639 -1.4674 6.5405
7 C 2.0186 -2.2697 5.4825
8 C 1.5400 -1.6626 4.3249
9 N 1.3988 -0.3460 4.1871
10 C 1.7341 0.4438 5.2224
11 C 1.5603 1.9089 5.0561
12 N 1.0859 2.3565 3.8793
13 C 0.9342 3.6652 3.7187
14 C 1.2269 4.6046 4.7037
15 C 1.7080 4.1545 5.9071
16 C 1.8848 2.7833 6.0937
17 C 2.3993 2.2263 7.3379
18 N 2.7522 2.9240 8.4031
19 H 2.7410 -1.8757 7.4701
20 H 2.1091 -3.3463 5.5348
21 H 1.2522 -2.2714 3.4764
22 H 0.5653 3.9904 2.7529
23 H 1.0769 5.6586 4.5116
24 H 1.9563 4.8323 6.7155
25 S 1.0609 -0.9602 -1.0084
26 Sb -0.5518 -0.5713 -2.5944
27 C -2.5266 -1.1721 -2.2248
28 C -2.6840 -2.2807 -1.3973
29 C -3.9474 -2.8251 -1.2159
30 C -5.0437 -2.2693 -1.8643
31 C -4.8811 -1.1633 -2.6869
32 C -3.6203 -0.6071 -2.8723
33 C -0.0415 -1.9349 -4.1359
34 C 1.0106 -2.8358 -4.0029
35 C 1.3087 -3.7089 -5.0459
36 C 0.5605 -3.6810 -6.2155
37 C -0.4890 -2.7801 -6.3506
38 C -0.7905 -1.9089 -5.3132
39 C -0.2378 1.2634 -3.5679
40 C -1.2251 1.9722 -4.2487
41 C -0.8810 3.1280 -4.9366
42 C 0.4358 3.5702 -4.9450
43 C 1.4160 2.8601 -4.2643
44 C 1.0833 1.7014 -3.5727
45 H -1.8280 -2.7117 -0.8882
46 H -4.0786 -3.6841 -0.5688
47 H -6.0278 -2.6993 -1.7250
48 H -5.7371 -0.7257 -3.1850
49 H -3.5173 0.2659 -3.4998
50 H 1.6044 -2.8446 -3.0972
51 H 2.1319 -4.4065 -4.9476
52 H 0.7980 -4.3596 -7.0268
53 H -1.0702 -2.7550 -7.2646
54 H -1.6126 -1.2086 -5.4315
55 H -2.2607 1.6655 -4.2258
56 H -1.6480 3.6920 -5.4520
57 H 0.6963 4.4770 -5.4773
58 H 2.4412 3.2082 -4.2665
59 H 1.8465 1.1515 -3.0353
60 O -1.5786 1.2041 -0.4770
61 N -1.8998 2.2147 -1.1880
62 C -1.1648 3.3061 -1.0481
63 C -1.4504 4.4579 -1.8548
64 N -1.6718 5.3787 -2.5076
65 C -0.0663 3.2492 -0.1350
66 N 0.7200 2.8329 0.6038
67 C 0.3677 -5.0030 0.5200
68 C 0.1041 -3.7104 1.1584
69 N -0.0896 -2.6718 1.6057
70 H -0.5632 -5.5506 0.3898
71 H 1.0433 -5.5937 1.1336
72 H 0.8220 -4.8343 -0.4551

Cartesian forces (eV/Å) of the 6 atoms listed first:
-0.48 -0.90 1.34
0.14 0.09 0.47
0.01 0.18 0.01
-0.14 -0.14 -0.38
0.09 0.11 0.27
0.06 -0.02 0.16

Output
E_LUMO, eV: -2.8
Net charge: +1
Kohn-Sham gap, eV: 8.47

No. 5
C19H46Br2F3O12P3Si2 as an isolated structure at a distorted geometry, computed with wB97M-V/def2-TZVPD.

Element x y z (Å)
1 C 2.7126 -1.7073 1.5777
2 C 1.8434 -0.6980 2.4837
3 C 0.5175 -0.2174 1.7061
4 O -0.3044 -1.3688 1.4108
5 Si -1.9526 -0.9737 1.0888
6 C -2.2952 0.9003 0.8888
7 C -1.6498 1.5440 -0.4066
8 C -1.8236 3.1271 -0.4982
9 F -1.4868 3.4717 -1.8391
10 Br -3.6669 3.7115 -0.0227
11 C -0.8025 3.9416 0.4239
12 F -0.8285 3.5824 1.7656
13 F 0.5138 3.8876 -0.0537
14 Br -1.3339 5.8762 0.3591
15 O -2.3684 -1.7186 -0.4077
16 Si -3.9391 -2.4438 -0.4343
17 P -3.1397 -1.6411 2.8338
18 O -2.6759 -3.2161 3.3211
19 O -2.6347 -0.5645 4.0914
20 H 2.2375 -1.7753 0.5500
21 H 3.7815 -1.3442 1.5548
22 H 2.6545 -2.7149 2.0794
23 H 1.4758 -1.2436 3.4006
24 H 2.4184 0.2424 2.7628
25 H 0.8900 0.2008 0.7157
26 H 0.0356 0.5542 2.3751
27 H -1.9494 1.3876 1.8619
28 H -3.4322 1.0224 0.8810
29 H -2.0992 1.0815 -1.3470
30 H -0.5279 1.3600 -0.5003
31 H -3.7719 -3.9016 -0.3079
32 H -4.4943 -2.1790 -1.7836
33 H -4.8934 -1.8726 0.5127
34 H -3.4097 -3.5726 3.8509
35 H -3.2207 -0.6954 4.8591
36 O 1.8290 -6.5745 5.7336
37 P 3.1150 -6.7884 4.9359
38 O 3.7770 -5.2879 5.1578
39 C 4.3776 -4.9997 6.4131
40 C 5.6899 -5.7432 6.5953
41 O 2.4647 -6.5555 3.4274
42 C 1.0666 -6.7214 3.2053
43 C 0.3324 -5.4002 3.3561
44 O 4.5489 -7.2464 4.1171
45 C 4.8752 -8.6391 4.1907
46 C 3.8055 -9.5168 3.5664
47 H 3.6811 -5.2364 7.2237
48 H 4.5638 -3.9239 6.4397
49 H 5.5162 -6.8198 6.6894
50 H 6.2054 -5.4056 7.4968
51 H 6.3441 -5.5949 5.7343
52 H 0.6575 -7.4858 3.8702
53 H 0.9377 -7.0921 2.1849
54 H 0.6162 -4.8693 4.2651
55 H -0.7480 -5.5579 3.3660
56 H 0.5775 -4.7381 2.5210
57 H 5.0339 -8.9146 5.2385
58 H 5.8217 -8.7790 3.6640
59 H 2.8640 -9.4506 4.1234
60 H 4.1200 -10.5624 3.5623
61 H 3.5959 -9.2035 2.5423
62 O -2.0212 8.2635 -5.0900
63 P -1.8052 6.9311 -5.8069
64 O -0.1721 6.8056 -5.5766
65 C 0.2927 6.4080 -4.2930
66 C 0.0129 4.9402 -4.0216
67 O -1.7963 7.5287 -7.3556
68 C -2.4071 8.7805 -7.6536
69 C -1.3960 9.9116 -7.5718
70 O -1.7738 5.3791 -6.5323
71 C -2.9852 4.6248 -6.4117
72 C -4.1630 5.3125 -7.0784
73 H -0.1586 7.0387 -3.5204
74 H 1.3709 6.5815 -4.2744
75 H -1.0618 4.7634 -3.9193
76 H 0.4963 4.6171 -3.0979
77 H 0.3666 4.3173 -4.8456
78 H -3.2624 8.9592 -6.9978
79 H -2.8000 8.7200 -8.6720
80 H -0.8022 9.8702 -6.6586
81 H -1.8973 10.8807 -7.6203
82 H -0.6908 9.8444 -8.4048
83 H -3.1935 4.4497 -5.3510
84 H -2.8109 3.6536 -6.8801
85 H -4.4054 6.2569 -6.5780
86 H -5.0501 4.6768 -7.0430
87 H -3.9354 5.5493 -8.1191

Cartesian forces (eV/Å) of the 6 atoms listed first:
-0.71 0.54 0.88
-0.90 -0.15 -0.87
2.37 -0.33 0.40
-1.64 1.60 -0.23
2.96 -0.25 -1.70
-0.20 0.17 0.53

Output
E_LUMO, eV: -1.2
Kohn-Sham gap, eV: 7.24

No. 6
A 2-piece molecular cluster, C7H17N overall at a distorted geometry, computed with wB97M-V/def2-TZVPD.

Element x y z (Å)
1 C 1.9241 1.1630 -1.1457
2 C 2.6097 0.7125 -0.0830
3 C 3.2867 1.6863 0.8560
4 N 2.8144 -0.6413 0.2246
5 H 1.2765 0.4875 -1.7026
6 H 2.0251 2.2141 -1.4549
7 H 4.3896 1.9003 0.7923
8 H 3.1084 1.2767 1.8942
9 H 2.7973 2.6684 0.7750
10 H 3.1185 -0.8857 1.1533
11 H 2.1291 -1.3035 -0.1502
12 C -4.4450 -0.7160 0.4489
13 C -3.1763 -0.4510 -0.3969
14 C -1.8850 -0.9724 0.2828
15 C -0.5675 -0.5988 -0.4377
16 H -4.5007 -1.8194 0.6037
17 H -5.3675 -0.4088 -0.0239
18 H -4.4550 -0.1763 1.3906
19 H -3.0722 0.5980 -0.6446
20 H -3.2069 -0.9749 -1.3569
21 H -1.8249 -0.5134 1.2859
22 H -1.9232 -2.0646 0.3736
23 H 0.2785 -1.0364 0.1518
24 H -0.4015 0.4653 -0.2885
25 H -0.5517 -0.8798 -1.5173

Cartesian forces (eV/Å) of the 6 atoms listed first:
0.13 -0.07 0.14
0.83 0.27 -0.33
0.33 0.10 1.21
-0.68 -0.11 -0.38
0.51 0.30 -0.24
-0.38 -0.62 0.35

Output
E_LUMO, eV: 1.0
SMILES: C=C(C)N.CCCC
Kohn-Sham gap, eV: 9.00

| no. | M (g mol⁻¹) |
| --- | --- |
| 1 | 165.6 |
| 2 | 250.1 |
| 3 | 100.1 |
| 4 | 895.9 |
| 5 | 832.5 |
| 6 | 115.2 |